(1)
{
  "formula": "C21H35N3O3",
  "method": "the ωB97M-V functional and the def2-TZVPD basis",
  "gap_ev": 8.9,
  "total_charge": 0,
  "smiles": "CC(C)=CC(=O)N1CCC(N2CCC(C(=O)NC[C@@H]3CCCO3)CC2)CC1",
  "de_lowest_kcal_mol": 2.3,
  "elements": ["O", "O", "O", "N", "N", "N", "C", "C", "C", "C", "C", "C", "C", "C", "C", "C", "C", "C", "C", "C", "C", "C", "C", "C", "C", "C", "C", "H", "H", "H", "H", "H", "H", "H", "H", "H", "H", "H", "H", "H", "H", "H", "H", "H", "H", "H", "H", "H", "H", "H", "H", "H", "H", "H", "H", "H", "H", "H", "H", "H", "H", "H"],
  "xyz": [[-5.32, -0.68, -1.57], [2.65, 1.74, 1.76], [4.26, -1.47, -1.24], [-4.34, 0.59, 0.01], [-0.55, 2.51, -0.29], [3.95, 1.06, 0.05], [-4.85, -0.58, -0.46], [1.52, 2.03, -1.46], [-2.75, 1.96, -1.25], [1.44, 3.81, 0.28], [2.34, 2.79, -0.41], [-1.93, 2.16, 0.03], [4.53, -2.64, 0.82], [-2.11, 0.92, 0.93], [0.27, 1.43, -0.82], [4.51, -0.08, 0.73], [-2.96, -2.87, -0.60], [-4.04, -2.76, 0.44], [3.94, -1.38, 0.15], [-4.12, -3.91, 1.40], [-4.22, 1.73, -0.88], [-4.84, -1.71, 0.52], [-3.60, 0.73, 1.23], [4.90, -3.53, -0.36], [5.21, -2.50, -1.44], [2.96, 1.82, 0.59], [0.15, 3.17, 0.80], [-3.15, -4.05, 1.89], [-2.66, 2.84, -1.88], [-1.56, 1.05, 1.86], [-2.40, 1.10, -1.81], [-2.34, 3.02, 0.56], [5.60, -0.07, 0.63], [5.75, -4.18, -0.15], [-4.63, 2.61, -0.38], [-1.98, -2.80, -0.14], [-1.73, 0.03, 0.43], [2.85, -1.35, 0.22], [3.17, 3.31, -0.91], [-4.36, -4.83, 0.87], [-3.74, -0.16, 1.85], [2.10, 1.24, -1.92], [-5.61, -1.66, 1.28], [-4.81, 1.51, -1.77], [-3.06, -2.09, -1.35], [-3.02, -3.84, -1.10], [-3.98, 1.60, 1.78], [-0.50, 3.95, 1.20], [3.82, -3.10, 1.50], [0.58, 0.73, -0.03], [0.41, 2.48, 1.61], [6.23, -2.10, -1.32], [4.24, 0.01, 1.79], [-4.88, -3.74, 2.16], [5.42, -2.37, 1.39], [1.18, 4.59, -0.45], [4.09, 1.07, -0.95], [5.09, -2.87, -2.46], [1.96, 4.27, 1.11], [-0.30, 0.88, -1.57], [4.05, -4.14, -0.66], [1.21, 2.73, -2.24]],
  "mulliken_charge": [-0.6626, -0.6593, -0.4189, 0.1358, 0.3068, -0.1780, 0.6600, -1.2700, -0.5011, -1.3395, 0.1211, -0.6490, -0.8385, -0.0096, -0.6309, -1.2200, -1.4443, 1.4177, 0.6348, -1.3796, -1.2188, -0.8508, -1.2598, -0.5362, -0.4863, 0.2251, -0.5504, 0.3222, 0.3513, 0.4119, 0.2487, 0.2914, 0.3381, 0.3492, 0.3746, 0.2765, 0.0273, 0.1506, 0.4501, 0.3564, 0.5677, 0.5181, 0.2945, 0.5270, 0.2584, 0.4723, 0.3433, 0.4939, 0.3903, 0.3636, 0.2748, 0.2735, 0.4179, 0.3458, 0.3204, 0.4436, 0.3425, 0.3026, 0.4464, 0.5365, 0.2684, 0.4522]
}



(2)
{
  "formula": "C21H35N3O3",
  "method": "the ωB97M-V functional and the def2-TZVPD basis",
  "gap_ev": 9.2,
  "total_charge": 0,
  "de_lowest_kcal_mol": 440.1,
  "elements": ["O", "O", "O", "N", "N", "N", "C", "C", "C", "C", "C", "C", "C", "C", "C", "C", "C", "C", "C", "C", "C", "C", "C", "C", "C", "C", "C", "H", "H", "H", "H", "H", "H", "H", "H", "H", "H", "H", "H", "H", "H", "H", "H", "H", "H", "H", "H", "H", "H", "H", "H", "H", "H", "H", "H", "H", "H", "H", "H", "H", "H", "H"],
  "xyz": [[5.47, -0.87, -2.50], [-6.00, -1.73, -0.90], [-4.65, 2.70, 0.14], [4.09, -0.82, -0.45], [-4.57, 0.73, -1.23], [-0.01, -0.15, -0.25], [-3.88, 1.80, -0.42], [7.17, -0.87, 1.20], [5.27, -0.33, -1.24], [3.61, -0.32, 0.92], [-6.71, -0.02, 0.74], [7.99, 1.43, 1.03], [-5.92, 0.80, -1.44], [-5.63, -2.19, 0.38], [-6.61, -1.47, 1.30], [-1.64, 1.48, -1.00], [2.30, 0.54, 0.49], [7.15, 0.40, 0.39], [-6.57, -0.41, -0.75], [-0.76, 0.18, 1.14], [1.22, -0.38, -0.10], [-0.19, 1.33, -0.84], [1.94, -1.12, -1.29], [3.35, -1.82, -1.07], [6.26, 0.79, -0.57], [-2.55, 1.44, 0.06], [-2.28, 0.21, 0.67], [-2.06, 0.71, -1.67], [9.11, 1.14, 1.01], [-5.99, 0.41, 1.21], [3.68, -1.90, -2.16], [3.67, -1.10, 1.58], [-2.28, 2.22, 0.62], [6.83, -1.01, 1.97], [4.43, 0.53, 1.00], [-6.01, 0.68, -2.81], [8.09, -1.29, 0.98], [6.19, 1.62, -0.87], [-2.65, -0.69, 0.35], [-2.80, 0.09, 1.78], [7.81, 2.34, 0.44], [-0.57, 1.00, 1.67], [-6.21, -1.59, 2.20], [0.53, 1.17, -1.59], [-4.64, -2.14, 0.60], [-7.65, -0.73, -1.18], [2.98, -2.47, -0.39], [-7.62, -2.12, 1.20], [1.18, -1.68, -1.80], [6.53, -1.59, 0.49], [-5.74, -3.11, 0.31], [-0.45, -0.90, 1.65], [0.02, 2.28, -0.16], [-6.42, 1.71, -1.07], [2.42, 1.56, -0.07], [2.01, -0.14, -2.09], [2.06, 0.84, 1.55], [7.90, 1.48, 2.12], [-1.84, 2.35, -1.80], [-7.64, 0.28, 1.12], [1.44, -1.27, 0.59], [-4.11, 0.00, -1.20]],
  "mulliken_charge": [-0.6938, -0.4683, -0.6775, 0.3512, 0.0040, 0.3295, -0.1106, -1.6936, 0.4424, -0.9349, -0.8695, -1.2615, -0.9730, -0.6463, -0.6704, -0.8950, -0.1579, 1.3262, 0.2342, -1.0485, -0.4225, -0.7830, -0.7874, -1.2302, -1.3613, 0.4923, -0.5954, 0.2693, 0.3055, 0.3972, 0.4403, 0.4254, 0.4213, 0.6786, 0.3799, 0.2598, 0.5072, 0.6722, 0.6335, 0.2307, 0.3478, 0.4164, 0.5315, 0.7834, 0.1838, 0.2991, 0.4828, 0.2249, 0.4927, 0.2418, 0.6597, 0.2777, 0.1350, 0.4415, 0.1632, 0.2364, 0.2318, 0.2959, 0.3579, 0.3625, 0.0572, 0.2569]
}



(3)
{
  "formula": "C21H35N3O7S",
  "method": "the ωB97M-V functional and the def2-TZVPD basis",
  "gap_ev": 9.0,
  "total_charge": 0,
  "de_lowest_kcal_mol": 512.7,
  "elements": ["S", "O", "O", "O", "O", "O", "O", "O", "N", "N", "N", "C", "C", "C", "C", "C", "C", "C", "C", "C", "C", "C", "C", "C", "C", "C", "C", "C", "C", "C", "C", "C", "H", "H", "H", "H", "H", "H", "H", "H", "H", "H", "H", "H", "H", "H", "H", "H", "H", "H", "H", "H", "H", "H", "H", "H", "H", "H", "H", "H", "H", "H", "H", "H", "H", "H", "H"],
  "xyz": [[-0.86, -0.27, -2.24], [1.95, -1.54, 1.84], [-1.69, 0.75, -1.84], [-0.39, 1.32, 6.42], [-0.99, 1.25, 4.45], [-2.29, -1.87, -6.64], [-2.08, -1.57, -2.27], [-0.39, -0.82, -6.91], [2.31, 0.59, 2.85], [-0.11, -0.11, -3.66], [0.27, -1.03, -1.17], [3.88, 0.32, 4.93], [3.66, 0.02, 3.37], [-1.39, -1.22, -6.06], [-1.65, 0.92, 6.69], [2.23, 0.37, 5.47], [0.29, -1.34, -4.13], [-2.56, -1.38, -7.90], [-1.04, 0.78, -4.47], [-0.52, -1.33, 1.09], [1.81, 1.66, 3.50], [-0.74, -2.14, -5.05], [-1.36, -0.71, -8.26], [-0.09, 1.32, 5.24], [1.53, 1.65, 4.91], [0.52, 1.01, 0.33], [0.21, -0.06, 1.60], [0.14, -1.92, -0.21], [-2.36, 2.17, 6.99], [1.13, 0.22, -0.72], [-2.17, 0.05, -5.24], [1.58, -0.54, 2.19], [0.80, 1.73, 2.82], [1.82, 2.55, 5.48], [4.44, -0.28, 5.45], [-0.52, -2.11, 1.97], [-2.15, 0.36, 6.02], [0.97, -2.21, 0.04], [-1.24, 1.47, -3.97], [-0.16, -2.74, -5.57], [1.22, -0.82, -4.96], [-2.74, -2.19, -8.86], [2.66, 2.41, 3.25], [-2.52, 0.64, -5.96], [0.60, -1.88, -3.54], [1.18, 1.83, 0.61], [-3.55, -0.72, -7.97], [0.99, 0.86, -1.74], [4.32, 0.70, 2.78], [2.32, 0.48, 6.52], [-1.50, 0.36, 7.60], [-0.58, -1.18, -8.87], [1.77, -0.65, 5.41], [-0.59, -2.83, -0.62], [-1.59, 0.47, -8.47], [-2.83, -0.66, -4.52], [-0.46, 1.44, -0.12], [3.67, -1.08, 3.18], [1.95, -0.23, -0.71], [3.98, 1.50, 5.06], [-1.30, -2.49, -4.40], [-3.45, 2.05, 7.40], [-1.53, -0.77, 0.85], [-0.22, 1.34, -5.27], [-0.20, 0.50, 2.20], [-1.90, 2.86, 7.73], [-2.50, 2.78, 6.08]],
  "mulliken_charge": [1.2138, -0.5037, -0.7044, -0.2863, -0.6757, -0.4038, -0.8495, -0.5308, 0.4145, 0.2061, 0.2469, -0.8504, -0.7401, 0.9737, -0.3238, -1.2380, -1.5947, -0.4535, -1.8968, -0.6825, -0.5270, -1.9454, -0.3411, 0.2197, 0.1270, -0.1760, -1.0003, -1.9836, -1.1428, -2.2396, -0.8098, 0.4763, 0.1842, 0.4225, 0.6492, 0.3305, 0.4426, 1.4685, 1.4154, 0.6706, 0.1973, 0.2577, 0.2147, 0.7955, 1.3164, 0.5816, 0.2917, 0.5854, 0.3788, 0.5643, 0.3205, 0.3667, 0.3826, 0.2159, 0.1664, 0.2912, 0.1643, 0.3555, 1.2520, 0.1934, 0.9273, 0.3134, 0.3184, 0.2656, 1.1038, 0.3145, 0.3029]
}



(4)
{
  "formula": "C21H35N6O6Ta",
  "method": "the ωB97M-V functional and the def2-TZVPD basis",
  "gap_ev": 6.7,
  "total_charge": 0,
  "elements": ["Ta", "O", "O", "O", "O", "O", "O", "N", "N", "N", "N", "N", "N", "C", "C", "C", "C", "C", "C", "C", "C", "C", "C", "C", "C", "C", "C", "C", "C", "C", "C", "C", "C", "C", "H", "H", "H", "H", "H", "H", "H", "H", "H", "H", "H", "H", "H", "H", "H", "H", "H", "H", "H", "H", "H", "H", "H", "H", "H", "H", "H", "H", "H", "H", "H", "H", "H", "H", "H"],
  "xyz": [[0.74, 0.27, -0.53], [-0.26, -0.86, 0.78], [-2.93, -6.52, -0.03], [-2.78, -3.97, 5.68], [-3.36, -5.87, 4.75], [-2.01, -4.96, -1.28], [-0.97, -0.37, 2.87], [0.32, 1.82, 1.02], [2.22, -1.15, -0.41], [-2.91, -4.71, 4.67], [-0.75, 1.96, -0.95], [-0.18, -0.55, -2.07], [-2.38, -5.41, -0.16], [-1.43, -1.31, -1.95], [-2.61, -5.06, 2.27], [2.61, -2.12, -1.42], [-0.48, 2.53, 0.20], [2.16, 1.50, -1.44], [-2.50, -4.21, 3.40], [-1.00, 2.66, -2.24], [-2.16, -4.61, 1.02], [-0.86, -1.13, 1.93], [3.05, -1.21, 0.78], [1.26, 1.55, 3.19], [-1.43, -2.52, 2.03], [0.19, -0.39, -3.47], [1.19, 2.47, 1.97], [2.50, 2.90, -1.91], [2.78, 4.00, -1.17], [-0.75, 4.17, -2.37], [-1.94, -2.93, 3.27], [-2.40, 2.22, -2.70], [-1.52, -3.36, 0.91], [0.85, 3.90, 2.35], [-0.68, 0.00, -4.04], [-3.03, -6.05, 2.36], [0.29, 4.41, -2.62], [-0.26, 2.21, -2.91], [-1.84, -1.24, -0.93], [1.61, 2.14, 4.04], [-2.18, -0.92, -2.66], [-1.89, -2.25, 4.13], [-0.20, 4.01, 2.63], [2.47, 3.02, -3.01], [2.39, 4.98, -1.48], [2.71, -1.99, 1.49], [0.49, -1.37, -3.88], [1.02, 0.32, -3.60], [2.80, 1.25, -0.56], [-2.30, 1.70, -3.66], [3.46, -2.70, -1.03], [1.95, 0.72, 3.00], [2.33, 0.79, -2.25], [-3.07, 3.09, -2.81], [2.91, -1.61, -2.35], [4.08, -1.46, 0.45], [-2.85, 1.54, -1.98], [-1.12, -3.05, -0.04], [0.27, 1.11, 3.37], [-1.24, -2.38, -2.17], [3.15, 3.95, -0.14], [2.20, 2.49, 1.52], [1.45, 4.16, 3.23], [1.09, 4.62, 1.58], [3.07, -0.25, 1.32], [-0.75, 3.56, 0.42], [-1.03, 4.79, -1.51], [-1.33, 4.54, -3.23], [1.80, -2.83, -1.67]],
  "mulliken_charge": [0.7200, -0.2462, -0.5888, -0.5830, -0.5893, -0.5685, -0.7216, 0.1522, 0.2461, 0.9860, 0.0621, 0.9109, 0.9408, -1.3864, -0.3087, -1.0066, -0.3951, -0.8006, -0.4073, 1.3319, -0.5775, -0.1642, -0.9498, -1.2717, 0.4256, -1.2135, 1.1953, -0.4686, -0.8084, -1.4387, -0.3371, -1.3221, 0.0395, -1.9842, 0.3381, 0.6082, 0.2459, -0.3581, 0.2487, 0.4689, 0.4483, 0.6243, 0.4272, 0.3911, 0.2355, 0.2018, 0.2985, 0.2638, 0.3819, 0.1679, 0.4873, 0.2079, 0.4739, 0.4977, 0.2242, 0.5434, 0.2594, 0.4905, 0.2680, 0.3211, 0.3215, -0.1477, 0.4809, 0.3659, 0.0720, 0.2929, 0.2897, 0.5035, 0.1837]
}



One value per record, in order, for max |F|: 0.01255; 0.35926; 0.37171; 0.06738 hartree/bohr.
One value per record, in order, for LUMO: 0.61; 0.51; 0.69; -1.51 eV.